(1)
Here is C7H10 in the gas phase in a non-equilibrium geometry from the OMol25 dataset. Energies are from ωB97M-V/def2-TZVPD.

Calculated values
SMILES	C1[C@@H]2CC3(CC3)[C@H]12
spin multiplicity	1
energy relative to the best compared isomer or geometry (same formula, charge and spin)	3.2714	eV
charge	0
frontier orbital gap	10.0	eV

```
17
C7H10, DFT ωB97M-V/def2-TZVPD
C -0.29 0.05 1.88
C -1.43 0.47 1.00
C -1.36 -0.41 -0.27
C 0.14 0.11 -0.49
C 0.94 0.22 -1.76
C 1.56 -0.77 -0.85
C -0.04 1.01 0.75
H 0.12 -0.95 1.72
H -0.23 0.39 2.91
H -2.29 0.98 1.45
H -2.06 -0.22 -1.10
H -1.49 -1.46 0.00
H 0.50 -0.22 -2.66
H 1.52 1.12 -1.95
H 1.59 -1.83 -1.16
H 2.55 -0.51 -0.43
H 0.27 2.04 0.95
```

=====

(2)
Here is C7H10 in the gas phase in a non-equilibrium geometry from the OMol25 dataset. Energies are from ωB97M-V/def2-TZVPD.

Calculated values
spin multiplicity	3
energy relative to the best compared isomer or geometry (same formula, charge and spin)	2.0547	eV
charge	0
frontier orbital gap (spin up / spin down)	8.7 / 7.2	eV

```
17
C7H10, DFT ωB97M-V/def2-TZVPD
C -1.75 1.04 -0.16
C -1.74 -1.04 -0.12
C -2.95 0.04 0.15
C -0.62 0.00 -0.15
C 0.81 -0.02 -0.09
C 1.53 1.29 0.11
C 1.56 -1.31 0.14
H -1.76 1.66 -1.12
H -1.63 1.75 0.62
H -1.71 -1.91 0.63
H -2.21 -1.38 -0.98
H 2.55 1.21 -0.29
H 1.58 1.33 1.17
H 1.15 2.22 -0.18
H 0.92 -1.88 0.68
H 2.54 -1.27 0.55
H 1.72 -1.72 -0.94
```

=====

(3)
Here is a molecular structure, C7H10BBrCl4F8Li2MgN2O5S3 in a non-equilibrium geometry from the OMol25 dataset. Energies are from ωB97M-V/def2-TZVPD.

Calculated values
spin multiplicity	1
charge	0
frontier orbital gap	2.0	eV

```
44
C7H10BBrCl4F8Li2MgN2O5S3, DFT ωB97M-V/def2-TZVPD
C 1.16 0.00 -1.27
C 1.75 -0.72 -1.99
N 2.59 -1.42 -2.86
C 3.86 -0.88 -2.60
C 4.93 -0.62 -2.13
H 0.75 0.35 -0.34
H 2.59 -2.42 -2.64
H 2.37 -1.31 -3.85
H 5.94 -0.72 -1.47
Br 5.43 -0.69 0.25
N -1.74 -1.46 2.39
S -1.23 -0.10 1.88
O -2.19 0.95 1.72
O -0.18 -0.13 0.91
F -0.46 0.41 3.21
S -2.64 -2.24 1.34
O -3.35 -3.31 1.92
O -2.05 -2.45 0.05
F -3.80 -1.18 1.02
Li -0.82 1.64 -1.01
F 1.22 -0.45 3.00
Mg 5.07 1.89 -2.42
C -0.06 5.22 -2.24
S 0.99 4.45 -3.41
O 1.82 3.46 -2.68
C 2.11 5.85 -3.77
H -0.79 4.43 -1.87
H 0.52 5.57 -1.39
H -0.60 6.05 -2.72
H 2.60 6.20 -2.86
H 1.50 6.66 -4.19
H 2.87 5.53 -4.48
F -1.26 3.84 -0.47
B -0.44 -3.87 5.23
F 0.62 -4.79 5.27
F -1.42 -4.22 6.17
F 0.05 -2.58 5.51
F -1.01 -3.87 3.95
Li 1.17 7.44 -5.62
C -5.57 -6.08 2.90
Cl -5.35 -5.83 1.16
Cl -4.23 -5.38 3.78
Cl -7.09 -5.33 3.41
Cl -5.65 -7.83 3.21
```

=====

(4)
Here is a molecular structure, C7H10BEuF4N in a non-equilibrium geometry from the OMol25 dataset. Energies are from ωB97M-V/def2-TZVPD.

Calculated values
spin multiplicity	7
charge	-1
frontier orbital gap (spin up / spin down)	7.2 / 7.2	eV

```
24
C7H10BEuF4N, DFT ωB97M-V/def2-TZVPD
C 1.87 -1.13 -1.03
C 0.89 -2.11 -0.67
C 0.93 -2.25 0.76
C 1.93 -1.36 1.27
C 2.51 -0.66 0.16
Eu -0.09 0.30 0.23
N 0.42 1.70 -1.46
C -0.94 1.13 -1.98
C -1.39 -0.25 -1.63
H 0.26 -2.90 1.34
H 0.17 -2.59 -1.34
H 2.15 -1.19 2.33
H 3.25 0.14 0.22
H 2.03 -0.75 -2.05
H -0.92 -1.07 -2.22
H -1.78 1.81 -1.68
H 0.53 2.62 -1.91
H -2.49 -0.30 -1.62
H -0.91 1.20 -3.09
F -1.11 0.27 2.35
B -1.73 1.63 2.92
F -2.15 2.32 1.74
F -2.75 1.18 3.79
F -0.68 2.27 3.56
```

=====

(5)
Here is C7H10Br2O2 in the gas phase in a non-equilibrium geometry from the OMol25 dataset. Energies are from ωB97M-V/def2-TZVPD.

Calculated values
SMILES	C=C(C)CCOC(O)=C(Br)Br
spin multiplicity	1
energy relative to the best compared isomer or geometry (same formula, charge and spin)	2.8151	eV
charge	0
frontier orbital gap	8.7	eV

```
21
C7H10Br2O2, DFT ωB97M-V/def2-TZVPD
C 0.32 -1.12 1.27
C -0.77 -0.62 0.71
C -1.96 -1.34 0.23
C -0.87 0.89 0.77
C -0.89 1.45 -0.62
O 0.19 0.78 -1.49
C 1.44 0.79 -1.02
O 1.86 1.79 -0.18
C 2.26 -0.30 -1.20
Br 1.37 -1.61 -2.39
Br 4.09 -0.62 -0.77
H 1.09 -0.56 1.70
H 0.45 -2.14 1.39
H -2.47 -1.72 1.13
H -1.61 -2.16 -0.38
H -2.67 -0.78 -0.39
H 0.06 1.21 1.45
H -1.89 1.04 1.21
H -1.78 1.04 -1.06
H -0.89 2.55 -0.60
H 2.67 1.43 0.24
```

=====

(6)
Here is a gas-phase ion, C7H10BrClNO (charge +1) in a non-equilibrium geometry from the OMol25 dataset. Energies are from ωB97M-V/def2-TZVPD.

Calculated values
spin multiplicity	1
energy relative to the best compared isomer or geometry (same formula, charge and spin)	1.9298	eV
charge	+1
frontier orbital gap	7.8	eV

```
21
C7H10BrClNO, DFT ωB97M-V/def2-TZVPD
C 1.77 1.43 0.40
C 0.55 2.26 0.47
C 1.94 0.17 0.00
C -0.71 2.04 0.15
C 0.81 -0.60 -0.48
C -0.36 -0.76 1.65
C -1.81 -1.40 -1.54
N -0.40 -0.29 0.29
O -1.57 -0.47 -0.53
Cl -2.25 2.13 -0.17
Br 3.71 -0.48 0.02
H 2.65 1.96 0.87
H 0.70 3.34 0.72
H 0.62 -0.28 -1.48
H 0.93 -1.71 -0.63
H 0.11 0.01 2.19
H -1.36 -0.92 1.91
H 0.17 -1.66 1.66
H -0.96 -1.27 -2.24
H -2.65 -1.12 -2.07
H -1.90 -2.39 -1.17
```

=====

no.,E_tot (hartree)
1,-272.597779
2,-272.434663
3,-7406.134376
4,-1462.365009
5,-5571.135701
6,-3436.441920